{"formula": "C46H52F5N5O3SSeSiTeTi", "method": "the ωB97M-V functional and the def2-TZVPD basis", "symbols": ["Ti", "C", "C", "C", "C", "C", "C", "C", "S", "O", "O", "N", "C", "C", "C", "C", "C", "N", "H", "H", "H", "H", "H", "H", "H", "H", "H", "H", "H", "C", "C", "C", "C", "C", "C", "C", "C", "N", "C", "C", "C", "C", "N", "C", "C", "C", "C", "C", "C", "C", "C", "H", "H", "H", "H", "H", "H", "H", "H", "H", "H", "H", "H", "H", "H", "H", "H", "H", "H", "H", "H", "H", "H", "H", "H", "C", "C", "C", "C", "N", "C", "C", "C", "C", "C", "C", "C", "H", "H", "H", "H", "H", "H", "H", "H", "F", "Te", "F", "F", "F", "F", "O", "C", "Si", "C", "C", "Se", "H", "H", "H", "H", "H", "H", "H", "H", "H"], "positions_angstrom": [[-1.177799, 0.718180, 0.586722], [-6.743258, 5.492301, -1.025479], [-6.198715, 4.149519, -1.369995], [-6.351736, 3.420226, -2.499696], [-5.690232, 2.186220, -2.674959], [-5.030946, 1.552244, -1.585203], [-5.254571, 2.176591, -0.333548], [-5.683807, 3.419203, -0.215395], [-3.921944, 0.150853, -1.703813], [-3.950326, -0.357265, -3.085569], [-4.339840, -0.741968, -0.755309], [-2.543212, 0.795801, -1.161314], [-1.476525, 1.341607, -1.938052], [-1.624581, 1.721662, -3.232897], [-0.293980, 1.929300, -3.842362], [0.740907, 2.318125, -2.948713], [0.697728, 1.870154, -1.662084], [-0.482748, 1.489366, -1.220506], [-6.017828, 5.891604, -0.290344], [-7.689971, 5.443582, -0.787821], [-6.701823, 6.152059, -1.772207], [-6.848585, 3.775292, -3.489142], [-5.725546, 1.740354, -3.678496], [-4.902932, 1.400939, 0.381777], [-5.663627, 3.961243, 0.773184], [-2.321001, 1.455916, -3.846816], [-0.449818, 2.122130, -5.102514], [1.593429, 2.415268, -3.695359], [1.631488, 2.523384, -0.963189], [0.313378, 0.138947, 3.796311], [-0.914650, -0.280598, 4.228835], [-1.460326, -0.145169, 5.545302], [-2.678158, -0.475490, 5.901096], [-3.590206, -1.009715, 4.957653], [-3.225161, -1.397228, 3.780232], [-4.143590, -2.048713, 2.866324], [-1.870846, -1.002138, 3.248343], [-1.521825, -1.421704, 1.968037], [-1.303387, -2.608868, 1.856439], [-0.936320, -3.733539, 2.747344], [-1.217780, -2.999565, 0.386501], [-2.563597, -3.432906, -0.136530], [-0.099011, -3.312304, 0.018353], [0.363584, -3.731978, -1.285814], [1.053613, -4.951342, -1.395931], [1.122451, -5.835331, -0.044227], [1.938768, -5.201094, -2.473474], [1.899558, -4.277841, -3.628095], [1.081073, -3.108840, -3.571998], [0.264695, -2.848125, -2.403639], [-0.459934, -1.431451, -2.445586], [0.660834, -0.378881, 2.898373], [1.031442, -0.121748, 4.528110], [0.299517, 1.324397, 3.611187], [-0.638891, 0.136154, 6.067846], [-2.897745, 0.139665, 7.027099], [-4.754951, -1.043526, 5.199501], [-5.176865, -1.880803, 3.078491], [-4.081588, -3.335667, 2.681968], [-4.074228, -1.372962, 1.851056], [-0.294620, -3.310355, 3.647597], [-0.215746, -4.478091, 2.176136], [-1.610616, -4.316096, 3.315518], [-2.847287, -4.725529, -0.167015], [-2.633759, -3.298406, -1.145574], [-3.372408, -3.143856, 0.360539], [0.217512, -6.306966, 0.400155], [1.665804, -5.434116, 0.856000], [1.780074, -6.740837, -0.395841], [2.812257, -6.109675, -2.556148], [2.596895, -4.573203, -4.453733], [0.883372, -2.387387, -4.486012], [0.307748, -0.688966, -1.998065], [-1.534843, -1.208617, -1.857635], [-0.775073, -1.216578, -3.434030], [3.557494, 3.881823, 1.336444], [4.819373, 3.238689, 1.009125], [4.895848, 1.883362, 1.199381], [3.698834, 1.254335, 1.491476], [2.526945, 1.730302, 1.821152], [2.444414, 3.186750, 1.693910], [3.814058, -0.274012, 1.608660], [3.545866, -1.097099, 2.780871], [3.506343, -2.437395, 2.664450], [3.508895, -3.112819, 1.489764], [3.767937, -2.420621, 0.359009], [3.923618, -1.040620, 0.311975], [3.623367, 4.885596, 0.972925], [5.418725, 3.880407, 0.510975], [5.807690, 1.465997, 0.981336], [1.414599, 3.696007, 1.628702], [3.554213, -0.503715, 3.787192], [3.413336, -3.157400, 3.583254], [3.509032, -4.143889, 1.477723], [4.045402, -3.057722, -0.521034], [-4.241621, 1.607017, 2.161200], [-2.820014, 2.872291, 2.837680], [-1.293286, 4.129872, 3.090826], [-2.702063, 3.423399, 1.029950], [0.246651, -0.613334, 0.249579], [-4.298743, 4.048071, 2.529555], [-1.542909, 1.592295, 2.168029], [7.272402, 0.654906, -0.195566], [5.959952, 1.075061, -1.444411], [6.255378, 0.453486, -3.160869], [5.436898, 2.781977, -2.013718], [3.877404, -0.170377, -1.404282], [7.818210, 0.145101, -0.786096], [7.174600, 4.014579, -8.444256], [7.106697, 4.003917, -7.711021], [5.417404, 0.732033, -3.553798], [6.116325, -0.530424, -3.365440], [6.840371, 1.305141, -3.612960], [4.527156, 2.843019, -2.613647], [6.040709, 3.361365, -2.649139], [5.035077, 3.485786, -1.280807]], "atomic_forces_ev_per_a": [[0.50, -2.33, 1.05], [5.49, -1.35, 0.84], [0.02, -1.40, 2.71], [-0.11, -0.13, -3.36], [0.88, -1.26, 0.50], [-1.92, 2.22, -2.27], [2.53, -4.96, -0.60], [-1.32, 3.47, 0.24], [0.62, 3.57, -4.39], [0.73, 1.22, 1.17], [-1.60, -3.91, 4.39], [0.93, -0.26, -0.20], [-7.99, -1.20, -1.28], [8.53, 0.56, -0.36], [-5.25, 2.15, -0.90], [1.50, -2.35, -5.84], [3.13, 5.17, 1.65], [5.47, 0.97, 4.34], [-1.06, -0.03, 0.23], [-4.85, -0.26, 2.14], [0.31, 2.51, -3.48], [0.70, -0.11, 2.03], [0.24, 0.05, 0.52], [-0.46, 1.88, 0.63], [-0.03, -0.88, -1.12], [-4.73, -1.27, -3.00], [1.42, -0.56, 3.86], [0.10, 0.69, 2.35], [-3.02, -3.21, -1.44], [3.49, 3.45, -1.95], [-8.83, -4.48, -1.92], [3.18, -0.61, -4.82], [-3.41, 2.29, 3.92], [-3.74, 1.77, 5.88], [4.72, -0.28, -4.60], [-0.71, -1.47, -4.47], [0.21, 1.26, 5.79], [-1.68, 4.78, 1.97], [1.26, -4.07, -3.67], [4.11, -0.14, 1.82], [-2.99, -2.16, 2.30], [2.19, -5.16, -0.95], [3.67, -0.89, -2.96], [-1.15, 1.26, -0.47], [1.48, -0.70, 2.44], [1.86, -1.76, -1.43], [0.83, 0.09, -1.89], [0.13, -0.79, 1.71], [-1.09, -0.52, -0.32], [0.47, 0.83, -0.75], [-0.61, -0.20, 3.27], [-0.11, 0.43, -0.22], [1.21, 0.19, 0.97], [0.38, -2.66, 0.32], [1.55, 1.45, 3.02], [-0.25, -2.60, -3.25], [2.68, -0.20, -0.19], [-0.70, -0.03, 0.83], [0.29, 3.90, 0.36], [0.01, -2.39, 1.80], [-0.96, -0.51, -1.81], [-1.58, 1.70, 1.01], [-1.57, -0.40, 0.01], [1.71, 3.27, 0.56], [-0.44, 0.94, -2.76], [-3.10, 2.04, 1.99], [0.08, 0.67, -0.90], [-0.42, 0.37, -1.24], [-1.14, 1.36, 0.84], [-3.01, 2.52, 0.60], [-0.92, 0.80, 0.62], [0.89, -1.63, 1.94], [-1.37, -1.18, -1.00], [3.17, -1.39, -1.10], [0.28, 0.25, -1.20], [1.87, -0.75, -1.36], [-4.64, -1.17, 2.55], [-1.26, 3.47, -0.39], [0.33, -3.47, 2.30], [-0.58, 4.16, -0.73], [-1.01, -2.17, -0.59], [-1.40, -2.76, -2.16], [1.48, 5.02, -0.01], [-1.08, -3.14, 3.67], [0.72, 1.33, 0.09], [1.21, -0.37, -2.62], [-0.84, 1.83, 2.76], [-1.01, 0.88, 0.45], [2.87, 1.37, -0.88], [1.88, -1.90, -0.15], [1.55, -1.18, 0.82], [-0.26, -1.47, -1.81], [0.08, 1.82, -1.31], [-0.18, -2.06, -0.03], [-0.77, 1.01, 0.37], [0.71, -0.24, 0.65], [-0.04, -0.96, -0.01], [-0.29, 0.17, -0.15], [0.56, 0.04, -0.68], [-1.08, 1.72, 0.35], [-1.11, 1.56, 0.69], [0.63, -0.71, -1.25], [-4.80, 4.57, 3.86], [0.35, -1.30, 0.03], [3.84, 2.99, 1.77], [-2.31, 1.27, 0.94], [0.43, 0.12, 0.76], [4.54, -4.22, -4.35], [0.02, 0.01, -0.19], [-0.02, -0.01, 0.19], [-5.79, 2.09, -2.34], [1.57, -3.28, -0.78], [0.88, -1.89, -0.26], [-0.39, -1.20, -0.43], [1.79, 0.54, -0.62], [0.71, -0.09, 0.34]], "mulliken_spin": [0.92, 0.00, 0.00, 0.00, 0.00, 0.00, 0.00, 0.00, 0.04, 0.00, 0.00, -0.05, 0.03, -0.01, 0.00, 0.00, 0.03, -0.05, 0.00, 0.00, 0.00, 0.00, 0.00, 0.00, 0.00, 0.00, 0.00, 0.00, -0.01, -0.02, -0.01, 0.00, 0.00, 0.00, -0.04, 0.01, 0.01, -0.05, 0.04, 0.00, 0.03, 0.00, 0.00, 0.01, 0.00, 0.00, 0.00, 0.00, 0.01, -0.01, 0.00, 0.01, 0.00, 0.00, 0.00, 0.00, 0.00, 0.00, 0.00, 0.00, 0.00, 0.00, 0.00, 0.00, 0.00, 0.00, 0.00, 0.00, 0.00, 0.00, 0.00, 0.00, 0.01, 0.01, 0.00, 0.01, 0.00, 0.11, -0.05, 0.01, 0.00, 0.04, 0.01, 0.00, 0.00, -0.04, 0.04, 0.00, 0.01, -0.07, 0.00, 0.00, 0.00, 0.00, 0.00, 0.00, 0.00, 0.00, 0.00, 0.03, 0.00, 0.03, 0.78, -0.01, 0.02, 0.05, 0.09, 0.02, 0.00, 0.00, 0.00, 0.00, 0.00, 0.00, 0.00, -0.01], "e_above_lowest_kcal_mol": 473.9, "lumo_energy_ev": [3.85, 3.86], "spin_multiplicity": 3, "homo_lumo_gap_ev": [5.90, 5.78], "charge": -2, "e_homo_ha": [-0.0754, -0.0705]}